1.
The following is a DFT calculation (the ωB97M-V functional and the def2-TZVPD basis) of a cluster of 2 separate species, C2H2O in total at a distorted geometry.

Its total charge is 0. For the LUMO energy (alpha / beta), the calculation gives -2.2 / -2.6 eV. Its spin multiplicity is 1. The HOMO energy (alpha / beta) is -11.09 / -11.05 eV. Its relative energy (zero: lowest compared OMol25 entry of this formula, charge and spin) is 730.95 kJ/mol. Its frontier orbital gap (alpha / beta) is 0.3279 / 0.3104 Ha.

Positions of all 5 atoms, in Å:
1 C 1.163 -0.803 0.529
2 C 2.000 -1.600 0.338
3 O -0.846 0.673 -0.002
4 H -0.521 0.911 -0.966
5 H -1.797 0.819 0.101

Force components x, y, z for each atom (eV/Å):
C -3.7688 3.4573 0.8145
C 3.6817 -3.4544 -0.8217
O 1.3087 0.6410 -2.5057
H -1.5390 -0.6681 3.0225
H 0.3173 0.0243 -0.5095

Charges in e, computed with Löwdin, in the same order as the atoms: C -0.04; C 0.02; O -0.13; H 0.11; H 0.04

***

2.
The following is a DFT calculation (the ωB97M-V functional and the def2-TZVPD basis) of the molecule C2H2O2 at a distorted geometry.

Its total charge is 0. For the LUMO energy (alpha / beta), the calculation gives -0.5 / -0.5 eV. Its spin multiplicity is 1. The HOMO energy (alpha / beta) is -9.58 / -9.58 eV. Its relative energy (zero: lowest compared OMol25 entry of this formula, charge and spin) is 579.17 kJ/mol. Its frontier orbital gap (alpha / beta) is 0.3338 / 0.3338 Ha.

Positions of all 6 atoms, in Å:
1 C -1.017 -1.126 -0.399
2 C -0.197 -0.125 -0.139
3 O -1.834 -1.867 -1.026
4 O -3.049 -2.197 -0.878
5 H 0.712 -0.214 0.432
6 H -0.531 0.898 -0.645

Force components x, y, z for each atom (eV/Å):
C -1.9973 -0.9794 -0.8793
C -1.8635 1.0072 -1.7207
O 6.3079 2.7854 -0.1546
O -3.2911 -0.6406 1.4023
H -0.1457 0.0456 0.2000
H 0.9897 -2.2183 1.1522

Charges in e, computed with Löwdin, in the same order as the atoms: C -0.04; C 0.04; O -0.09; O -0.10; H 0.06; H 0.13

***

3.
The following is a DFT calculation (the ωB97M-V functional and the def2-TZVPD basis) of a structure of composition C2H2O2 at a distorted geometry.

Its total charge is 0. For the LUMO energy, the calculation gives 0.7 eV. Its spin multiplicity is 1. The HOMO energy is -9.86 eV. Its relative energy (zero: lowest compared OMol25 entry of this formula, charge and spin) is 418.08 kJ/mol. Its frontier orbital gap is 0.3875 Ha.

Positions of all 6 atoms, in Å:
1 C -0.636 0.107 -0.924
2 C 0.019 -1.743 -0.971
3 O -1.124 -1.138 -0.546
4 O 0.509 -0.677 -1.491
5 H -1.094 0.973 -1.473
6 H 0.172 -0.042 -0.037

Force components x, y, z for each atom (eV/Å):
C 5.1796 -0.6087 3.2258
C -1.3654 -2.0001 0.1776
O -2.7063 -2.1911 -0.6147
O 1.1500 1.0682 -3.3102
H 0.2180 -1.2294 0.7662
H -2.4759 4.9611 -0.2447

Charges in e, computed with Löwdin, in the same order as the atoms: C -0.10; C -0.13; O -0.06; O -0.05; H 0.16; H 0.18